C60H45BiBrCl2N2O3P3Si | ωB97M-V with the def2-TZVPD basis set

CARTESIAN COORDINATES (ANGSTROEM)
Bi 0.796 2.381 1.067
C -2.745 -1.017 -5.649
C -1.645 -0.348 -5.114
C -1.251 -0.601 -3.791
C -1.948 -1.561 -3.025
C -3.114 -2.101 -3.559
C -3.496 -1.861 -4.880
P -1.330 -2.067 -1.305
C -2.524 -3.435 -0.921
C -3.807 -3.084 -0.523
C -4.662 -4.071 -0.043
C -4.270 -5.395 0.008
C -3.014 -5.758 -0.476
C -2.137 -4.779 -0.883
C 0.310 -2.932 -1.645
C 0.253 -3.817 -2.732
C 1.354 -4.570 -3.095
C 2.500 -4.449 -2.332
C 2.507 -3.618 -1.216
C 1.424 -2.833 -0.806
Si 1.710 -1.832 0.852
C 3.316 -0.897 1.369
C 3.902 -0.928 2.613
C 5.140 -0.347 2.815
C 5.870 0.140 1.712
C 5.309 0.127 0.463
C 3.983 -0.275 0.300
P 2.739 0.112 -1.098
C 3.348 -0.917 -2.457
C 4.678 -1.263 -2.474
C 5.235 -1.819 -3.607
C 4.444 -2.008 -4.703
C 3.098 -1.636 -4.720
C 2.529 -1.093 -3.588
C 3.135 1.843 -1.517
C 4.234 2.643 -1.179
C 4.186 3.972 -1.552
C 3.136 4.528 -2.278
C 2.048 3.763 -2.554
C 2.053 2.440 -2.162
C 0.138 -2.062 1.855
C -0.340 -3.402 1.892
C -1.337 -3.812 2.747
C -1.999 -2.864 3.557
C -1.726 -1.526 3.380
C -0.635 -1.143 2.575
P -0.560 0.668 2.623
C -2.237 1.164 2.057
C -2.458 0.749 0.764
C -3.660 1.055 0.158
C -4.638 1.837 0.797
C -4.363 2.258 2.119
C -3.193 1.871 2.743
C -0.430 1.138 4.339
C -0.594 2.494 4.708
C -0.627 2.838 6.043
C -0.431 1.867 7.040
C -0.136 0.554 6.663
C -0.136 0.206 5.298
H -2.977 -0.861 -6.693
H -1.104 0.356 -5.728
H -0.501 -0.017 -3.244
H -3.694 -2.904 -3.068
H -4.432 -2.349 -5.226
H -4.106 -2.049 -0.665
H -5.618 -3.801 0.334
H -4.942 -6.129 0.450
H -2.677 -6.807 -0.460
H -1.140 -5.100 -1.205
H -0.665 -3.892 -3.316
H 1.262 -5.195 -3.982
H 3.452 -4.970 -2.604
H 3.400 -3.618 -0.592
H 3.415 -1.431 3.413
H 5.553 -0.354 3.795
H 6.873 0.463 1.858
H 5.886 0.510 -0.384
H 5.244 -1.176 -1.537
H 6.273 -2.124 -3.649
H 4.906 -2.458 -5.583
H 2.532 -1.760 -5.615
H 1.487 -0.758 -3.612
H 5.064 2.223 -0.632
H 4.997 4.619 -1.257
H 3.141 5.580 -2.542
H 1.181 4.167 -3.094
H 1.129 1.905 -2.376
H 0.141 -4.127 1.226
H -1.531 -4.854 2.843
H -2.799 -3.171 4.223
H -2.327 -0.742 3.879
H -1.727 0.185 0.200
H -3.856 0.712 -0.840
H -5.559 2.145 0.328
H -5.040 2.907 2.661
H -2.963 2.240 3.771
H -0.826 3.215 3.942
H -0.683 3.893 6.259
H -0.434 2.120 8.098
H 0.087 -0.192 7.430
H 0.115 -0.816 5.046
Cl 2.554 -3.701 2.003
Cl 2.524 3.121 2.661
O 1.151 0.125 -1.494
N 1.466 0.048 0.023
Br -2.776 9.259 2.302
C -2.799 7.656 1.256
C -3.493 7.703 0.037
N -3.556 6.722 -0.832
C -2.979 5.590 -0.482
C -2.223 5.443 0.693
C -2.187 6.484 1.634
C -1.448 4.217 0.835
O -0.718 4.052 1.901
O -1.497 3.398 -0.097
H -3.906 8.649 -0.309
H -2.946 4.788 -1.211
H -1.635 6.333 2.556

Output
**Lowest unoccupied orbital energy**: -0.492 eV
**HOMO energy**: -0.289 Ha